Below is the ion C7H10N with charge +1 in a non-equilibrium geometry, with properties calculated with ωB97M-V/def2-TZVPD.

Last column: Mulliken charge in e.
Cartesian coordinates (Å):
C -2.294820 0.283538 0.221132  -0.13
C -1.432119 1.523809 0.214954  -0.38
C -0.063656 1.190833 -0.559230  -0.46
C 1.587749 -0.393630 0.959312  -0.26
C 1.925721 -0.522917 -0.484898  -0.69
C -1.418777 -2.015616 0.005229  -0.50
C 0.741228 0.119655 -0.089103  0.37
N -1.881663 -0.821572 0.067658  -0.01
H -1.995511 2.276393 -0.438358  0.29
H -1.403186 2.198043 1.117467  0.37
H -0.342943 0.977386 -1.583565  0.35
H 0.624229 2.142129 -0.669469  0.40
H 1.432473 -1.391171 1.516750  0.21
H 1.893617 0.444116 1.636663  0.25
H 2.607022 0.187620 -0.960886  0.25
H 2.042091 -1.457870 -0.916186  0.27
H -1.104523 -2.230622 -0.972427  0.40
H -0.916936 -2.510126 0.934964  0.27

Atoms 1-2, force components in eV/Å:
-0.2 1.3 0.8
-0.5 1.6 -1.6

Spin multiplicity: 1
HOMO energy (spin up / spin down), eV: -12.217 / -12.220
Total charge: +1